Entry 1:
39
Properties=species:S:1:pos:R:3:forces:R:3:nbo_charge:R:1 method="wB97M-V/def2-TZVPD" charge=+4 lumo_ev=-15.9 orbital_gap_ev=8.65 homo_ev=-24.5 relative_energy_ev=1.356
W 0.04117 -0.40459 -0.48144 -0.647 -1.092 0.762 2.3388
N -0.67140 0.87288 -2.26217 0.274 0.022 -0.272 -0.8494
C 0.29088 0.60418 -3.36898 0.386 -0.674 -0.353 -0.3589
C 0.92628 -0.73757 -3.06719 -0.373 0.656 0.061 0.6847
O 1.97209 -1.17111 -3.34145 -0.203 -0.390 -0.196 -0.3577
N -0.03227 -1.52263 -2.04856 1.621 0.032 -0.057 -0.6303
C 0.31471 -2.93684 -2.04915 -0.224 -0.035 0.143 -0.3950
C 0.59174 -3.57466 -0.71437 0.082 -0.915 -0.864 0.8972
O 0.79109 -4.46295 -0.07102 0.015 0.281 0.185 -0.1602
O 0.44053 -1.84949 0.33894 -0.019 0.735 0.331 -0.5828
H -1.58061 0.53028 -2.58025 -0.122 0.221 0.202 0.4468
H -0.75641 1.88492 -2.13875 -0.089 -0.026 -0.004 0.4539
H 1.07286 1.36075 -3.43915 -0.066 0.030 0.036 0.2949
H -0.17012 0.49349 -4.35629 -0.201 0.309 0.075 0.3129
H 1.21793 -3.13180 -2.64894 -0.012 -0.062 0.032 0.3484
H -0.50613 -3.55339 -2.44446 0.035 0.033 -0.089 0.3391
O 1.60163 0.56791 -0.26064 -0.350 0.461 -0.150 -0.8564
S 2.81067 1.34585 0.59438 0.088 -0.094 0.155 1.2877
C 2.01867 2.92273 0.96553 0.037 -0.049 -0.073 -0.5631
C 0.83054 2.54005 1.83888 0.138 0.129 -0.333 -0.4031
C 1.39898 1.59174 2.89830 0.038 0.072 0.024 -0.4469
C 2.46657 0.68493 2.24789 0.072 -0.018 -0.019 -0.5734
H 1.83130 3.47149 0.04212 0.018 0.004 0.000 0.2956
H 2.81765 3.44635 1.51441 0.001 0.004 0.000 0.3174
H 0.07913 2.11536 1.14548 -0.091 -0.121 0.478 0.1569
H 0.37145 3.42468 2.28091 0.042 0.022 -0.006 0.3093
H 0.64947 1.00638 3.42823 -0.019 -0.032 -0.081 0.2683
H 1.89798 2.20251 3.65195 -0.051 -0.027 0.049 0.2858
H 2.20655 -0.36681 2.10187 0.009 0.018 0.030 0.2697
H 3.43582 0.68932 2.75903 0.011 0.029 -0.013 0.3255
C -3.01992 -2.00262 1.05557 -0.070 0.001 0.037 -0.7287
C -2.80183 -0.55245 0.87837 0.110 -0.273 0.066 0.7476
N -3.65120 0.34914 1.20688 0.003 0.083 0.006 -0.6070
O -1.63418 -0.14460 0.34346 -0.465 0.651 -0.148 -0.6968
H -3.93829 -2.20805 1.60494 0.004 0.016 -0.003 0.3112
H -2.17817 -2.43836 1.60066 -0.005 0.012 -0.009 0.2857
H -3.09865 -2.47827 0.07258 0.007 0.011 0.001 0.2863
H -4.54562 0.08535 1.62306 0.014 -0.008 -0.003 0.4851
H -3.49089 1.34588 1.07937 0.004 -0.015 -0.003 0.4607


Entry 2:
33
Properties=species:S:1:pos:R:3:forces:R:3:nbo_charge:R:1 method="wB97M-V/def2-TZVPD" charge=0 lumo_ev=0.5 orbital_gap_ev=9.05 homo_ev=-8.5 relative_energy_ev=4.672
C 1.65027 2.35177 0.44698 1.450 1.225 0.251 -0.4046
C 0.08579 2.12334 0.34785 1.367 0.633 -0.334 -0.4020
C 2.41619 1.75767 -0.73719 -0.299 0.997 -0.303 -0.4620
C -1.76199 0.41177 0.58807 2.272 -4.075 -2.960 -0.3898
C -1.37837 -1.86050 -0.56227 1.110 0.437 3.585 -0.2209
C -0.23377 0.64151 0.45854 -0.198 -1.492 1.946 -0.2750
C -2.13401 -1.13566 0.63619 1.014 -0.271 -0.336 -0.2057
C 0.27045 -0.13899 -0.69716 4.351 1.499 -1.612 0.0403
C 2.25660 0.29283 -0.65949 -2.423 -2.569 -2.466 -0.4170
C -3.64663 -1.48707 0.52273 0.598 5.032 -0.533 -0.6010
N 0.10215 -1.56426 -0.60954 -1.620 -0.223 -2.546 -0.6755
O 2.37958 -2.02768 0.48981 2.532 -0.140 0.847 -0.9195
O 4.46730 -0.73817 0.40194 -0.938 0.260 0.483 -0.9404
S 3.05043 -0.58304 0.80070 0.420 -0.094 -1.889 1.4882
H 2.20504 3.39319 0.50806 -2.243 -1.482 0.591 0.2251
H 2.04310 1.69830 1.23700 -0.304 0.855 0.650 0.1921
H -0.57345 2.68714 1.04716 0.857 -0.132 -0.375 0.2207
H -0.12819 2.42956 -0.68113 -0.575 0.190 0.081 0.2004
H 2.02257 2.17642 -1.70807 0.377 -0.541 0.723 0.2054
H 3.50272 2.05168 -0.68773 -0.919 -0.328 0.012 0.2315
H -2.02950 1.10944 1.24901 -2.194 2.056 2.905 0.2099
H -2.05428 0.62224 -0.39844 -1.212 1.215 -1.340 0.1851
H -1.36288 -2.92537 -0.38877 -0.719 -0.402 -0.144 0.2115
H -1.80576 -1.59553 -1.47749 -1.011 0.382 -1.530 0.1738
H 0.24712 0.18336 1.40931 -0.503 0.803 -1.239 0.2014
H -1.72180 -1.52694 1.60005 -0.398 -0.042 -0.706 0.2039
H -0.04062 0.26880 -1.73307 0.375 -0.286 1.575 0.1834
H 2.63242 -0.12947 -1.66235 -0.330 -0.215 1.810 0.2326
H -3.90487 -2.45472 0.47125 -0.274 -3.802 -0.011 0.2084
H -4.18921 -1.02135 -0.39908 1.139 -0.317 1.646 0.2009
H -4.04253 -1.08333 1.45461 -0.704 0.084 -0.235 0.2153
H 1.43909 -2.00124 0.34182 -1.857 0.244 -0.509 0.5070
H 0.23706 -1.92569 -1.60929 0.857 0.499 1.962 0.3764


Entry 3:
30
Properties=species:S:1:pos:R:3:forces:R:3:nbo_charge:R:1 method="wB97M-V/def2-TZVPD" charge=0 lumo_ev=1.0 orbital_gap_ev=11.11 homo_ev=-10.1 relative_energy_ev=6.077
C 2.26361 -0.00033 -0.46012 -1.280 -1.442 8.215 -0.4377
C 1.86041 1.20938 0.54703 -2.363 -1.876 2.086 -0.4108
C 0.67509 1.87406 -0.11661 0.576 2.734 -1.944 -0.4303
C 1.46286 1.87329 -1.46376 -4.147 -1.384 -5.999 -0.3768
C 1.71692 0.37322 -1.64884 0.007 0.557 -8.063 -0.4309
C -1.95227 -0.84287 -0.59774 2.038 2.218 2.901 -0.4041
C -1.09249 -1.97923 -0.06317 -0.164 -2.023 -0.683 -0.4368
C -0.69962 -1.69545 1.30678 -0.607 0.803 4.599 -0.4052
C -1.59219 -0.43855 1.84855 -8.493 -8.709 -0.432 -0.3388
C -2.73044 -0.30963 0.64128 3.316 -0.580 1.477 -0.4157
H 3.27595 0.07477 -0.22475 2.032 -0.937 -0.951 0.2185
H 1.80671 -0.89520 -0.03999 0.554 -0.449 0.117 0.2111
H 2.75548 1.77363 0.61518 0.344 1.243 0.165 0.1997
H 1.48945 1.01484 1.58081 0.946 -0.768 -0.364 0.2073
H 0.43369 2.96813 0.24327 0.391 -2.236 -0.535 0.2229
H -0.27317 1.25626 -0.22253 1.499 0.859 0.509 0.2116
H 2.37074 2.42204 -1.48935 0.557 0.756 0.174 0.2023
H 0.91326 1.89986 -2.68442 0.998 1.559 3.640 0.1750
H 2.55027 0.14391 -2.45827 -1.638 0.865 0.928 0.2135
H 0.78724 -0.14255 -2.19400 1.751 0.746 2.103 0.2224
H -1.30113 0.03136 -0.82278 -0.463 -0.982 -1.040 0.1897
H -2.56753 -1.19983 -1.32462 -1.622 -0.362 -2.504 0.2121
H -0.11975 -2.17183 -0.51053 -0.254 0.095 -1.222 0.2177
H -1.58662 -2.98625 -0.02563 -0.135 0.965 -0.610 0.2024
H 0.17136 -1.07361 1.34124 1.535 -0.874 -0.118 0.1983
H -0.58711 -2.68270 1.98180 -0.264 2.556 -1.282 0.2129
H -1.00357 0.25815 1.82434 6.030 7.971 0.435 0.1467
H -2.18885 -0.57225 2.84109 1.444 0.318 -1.635 0.2002
H -3.21515 0.68996 0.62134 -0.034 -1.120 -0.173 0.2217
H -3.18261 -1.19211 0.98746 -2.555 -0.504 0.204 0.2011


Entry 4:
55
Properties=species:S:1:pos:R:3:forces:R:3:nbo_charge:R:1 method="wB97M-V/def2-TZVPD" charge=0 lumo_ev=-0.3 orbital_gap_ev=10.04 homo_ev=-10.3 relative_energy_ev=2.327
Ba 0.05316 0.34018 0.23239 0.751 0.516 0.070 1.8485
P 0.36555 3.35245 1.80679 0.812 2.578 3.425 2.6000
F -0.78564 4.47266 1.86335 0.968 0.132 -0.367 -0.5657
F 0.16326 3.14135 0.22626 -0.097 0.772 -1.589 -0.6183
F 1.61371 4.39998 1.62763 -1.326 -0.711 -0.626 -0.5701
F 1.38829 2.10825 1.68729 1.433 -0.733 0.554 -0.6215
F 0.60963 3.47413 3.46147 -0.435 -0.559 -2.053 -0.5743
F -0.77828 2.26288 2.00791 -1.308 -1.266 0.532 -0.6131
C -3.17881 -0.70003 2.82849 1.664 -0.478 -1.638 0.7873
F -3.17502 0.62033 2.51960 0.229 -0.884 0.659 -0.3252
F -3.96764 -0.93209 3.83447 0.146 0.034 0.355 -0.2772
F -3.60480 -1.35196 1.74191 -0.811 0.203 -0.110 -0.3282
S -1.32349 -1.41283 3.03184 -1.713 1.394 2.399 2.0869
O -0.58378 -0.23957 3.40024 0.647 0.069 -1.058 -0.9229
O -1.47310 -2.42356 4.07181 0.618 0.860 -2.187 -0.8407
N -0.86843 -1.83538 1.39344 -1.162 2.065 3.714 -1.2559
S -1.14150 -3.34456 1.42471 -0.668 -7.661 -1.559 2.1756
O 0.00204 -4.16510 1.81319 -0.627 1.376 -0.298 -0.9306
O -2.43037 -3.85061 1.93271 1.755 1.652 -1.149 -0.8966
C -1.23330 -3.65560 -0.47885 0.588 -1.845 2.582 0.7412
F -1.33585 -5.04735 -0.65439 0.394 2.881 -0.240 -0.3213
F -2.31136 -3.06222 -0.92014 -0.506 0.105 -1.059 -0.3120
F -0.13142 -3.15328 -1.08047 -0.721 -0.554 -0.177 -0.3305
C 2.98436 -1.87958 1.74119 -1.225 -0.847 -0.030 -0.2795
O 2.49709 -0.95505 0.70352 1.992 -0.340 0.063 -0.6114
C 3.46795 -0.74542 -0.35598 -0.249 -1.284 -1.026 -0.0881
C 3.69858 0.66507 -0.75267 0.218 0.993 2.274 -0.1060
O 2.49259 1.24746 -1.20138 -0.529 0.605 -0.799 -0.5981
C 2.61336 2.65066 -1.54582 0.114 -0.131 -0.472 -0.2792
H 2.98592 -1.42410 2.73147 0.118 0.311 -0.295 0.2081
H 3.89940 -2.44265 1.55748 0.566 1.005 -0.516 0.1928
H 2.31268 -2.73758 1.76904 -0.691 0.289 0.117 0.2187
H 3.14395 -1.29208 -1.24158 -0.546 -0.205 -0.143 0.1733
H 4.43754 -1.21426 -0.18814 0.004 0.137 0.756 0.2051
H 4.62194 0.80904 -1.31371 -0.448 -0.258 -1.206 0.1995
H 4.02322 1.14442 0.17087 -0.311 0.557 0.471 0.1894
H 2.68495 3.26637 -0.64922 0.703 -0.060 -0.063 0.2205
H 1.79745 3.10462 -2.10824 -1.013 -0.967 0.363 0.2033
H 3.36108 2.74054 -2.33381 0.922 0.175 0.678 0.1828
C -3.47019 1.52797 -0.26336 -0.784 -0.425 0.604 -0.2565
O -2.30421 1.10765 -0.94329 -0.349 0.161 -0.066 -0.5914
C -2.59452 0.19990 -1.96612 1.021 -1.305 -0.521 -0.1105
C -1.50528 0.29307 -2.97686 0.480 0.405 -1.028 -0.0825
O -0.17806 -0.02210 -2.48521 -1.933 -0.234 2.099 -0.6112
C 0.84216 -0.03781 -3.41436 -0.241 -0.218 -2.131 -0.2387
H -4.06235 0.64765 -0.01340 0.075 -0.177 0.416 0.1799
H -4.15476 2.09954 -0.89008 0.445 0.551 -0.167 0.1819
H -3.16211 2.03386 0.65165 -0.184 0.185 -0.318 0.2268
H -3.52368 0.32051 -2.52309 -0.234 0.786 0.233 0.2068
H -2.64194 -0.84587 -1.66245 -0.059 -0.097 0.866 0.1950
H -1.55816 1.31697 -3.34688 0.565 0.205 -0.218 0.1871
H -1.81500 -0.36036 -3.79245 0.490 -0.274 -0.232 0.1907
H 0.47298 -0.62484 -4.25532 0.080 0.092 -0.526 0.1728
H 1.74441 -0.57695 -3.12559 -0.180 0.453 0.746 0.2053
H 1.01579 0.98528 -3.74789 0.554 -0.033 -0.113 0.1780


Entry 5:
40
Properties=species:S:1:pos:R:3:forces:R:3:nbo_charge:R:1 method="wB97M-V/def2-TZVPD" charge=+1 lumo_ev="-3.6 / -9.4" orbital_gap_ev="8.04 / 2.25" homo_ev="-11.7 / -11.7" relative_energy_ev=0.189 spin_multiplicity=2
Br 6.36035 17.00337 -1.56505 -0.519 0.311 1.536 -0.0364
C 5.73872 17.07386 0.37838 -0.507 -0.898 -0.415 -0.4181
C 6.07155 15.72392 1.02793 0.409 0.067 -0.216 -0.4117
Br 4.94402 14.30876 0.18584 0.550 0.255 0.231 -0.0666
H 4.65373 17.17109 0.41644 0.035 0.107 -0.616 0.2297
H 6.11504 17.98116 0.85092 0.630 -0.392 -0.092 0.2507
H 5.86661 15.58407 2.08931 -0.385 0.611 -0.094 0.2448
H 7.12376 15.46194 0.91685 -0.188 -0.187 -0.402 0.2311
Br 7.10206 11.74565 -1.99450 -0.477 0.645 -1.580 0.3517
C 7.33867 10.66544 -3.66772 0.138 -1.536 0.568 -0.4405
C 7.50161 9.24811 -3.13145 -0.219 -1.012 1.051 -0.4250
Br 5.99356 8.53895 -1.88966 1.238 0.552 -1.422 -0.0246
H 8.26052 10.91885 -4.19124 0.103 0.486 0.441 0.2624
H 6.53333 10.76785 -4.39508 -0.299 0.338 0.625 0.2503
H 8.38168 9.14735 -2.49629 -0.170 0.375 0.199 0.2353
H 7.67921 8.46685 -3.87049 -0.613 0.288 -0.379 0.2599
Br -0.40408 11.28618 -5.82898 0.189 0.230 0.176 -0.0110
C -0.20793 12.28782 -4.13930 0.035 -0.659 -0.516 -0.4435
C -1.48789 12.98004 -3.85890 -1.236 0.727 -0.060 -0.4648
Br -1.40823 13.90348 -2.15546 0.231 0.000 0.208 0.0087
H 0.58622 13.02033 -4.28371 0.078 -0.267 0.118 0.2171
H 0.01486 11.50354 -3.41585 0.099 0.338 0.122 0.2200
H -2.38130 12.35786 -3.80585 0.397 -0.293 0.010 0.2420
H -1.70852 13.75231 -4.59579 0.212 -0.082 -0.003 0.2352
Br -0.16147 13.38365 1.86813 -0.369 0.408 -0.467 0.0133
C 1.35061 12.26453 1.44936 -0.430 -0.228 0.269 -0.4675
C 2.41444 12.53686 2.47810 -0.467 -0.610 0.633 -0.4475
Br 1.79904 11.83064 4.20878 0.247 -0.069 -0.048 -0.0141
H 1.69299 12.39221 0.42244 -0.143 0.501 0.155 0.2115
H 0.92945 11.26190 1.52324 0.374 0.014 0.064 0.2333
H 2.50832 13.60123 2.69347 0.523 -0.211 -0.432 0.2381
H 3.32082 11.97179 2.26069 0.134 0.471 0.012 0.2266
Br 2.36259 10.00700 -0.75116 0.595 -0.024 -0.485 0.0790
C 3.64548 11.16544 -1.64475 -0.484 0.697 -0.218 -0.4916
C 3.26545 11.27489 -3.12962 0.613 -0.888 0.492 -0.4381
Br 4.31026 12.76443 -3.89324 0.157 -0.291 0.467 0.3687
H 4.66368 10.79627 -1.52191 -0.395 -0.270 -0.019 0.2493
H 3.60511 12.15549 -1.19058 -0.240 -0.115 0.201 0.2280
H 2.20361 11.44214 -3.31020 0.207 0.444 0.032 0.2682
H 3.58338 10.37602 -3.65787 -0.054 0.167 -0.145 0.2461


Entry 6:
37
Properties=species:S:1:pos:R:3:forces:R:3:nbo_charge:R:1 method="wB97M-V/def2-TZVPD" charge=0 smiles="NCCC[C@H](Br)OC(=O)CCCC(=O)O.CO" lumo_ev=0.2 orbital_gap_ev=9.99 homo_ev=-9.8
N -3.59625 -0.38950 2.89535 0.331 0.181 0.041 -0.8293
C -3.34433 1.06378 3.01530 0.027 -0.381 0.078 -0.2099
C -2.40424 1.56759 1.91808 -0.064 0.361 0.448 -0.4118
C -0.93670 1.58132 2.38663 -0.282 -0.155 -0.077 -0.4519
C 0.03228 1.27264 1.27854 0.111 0.069 0.118 0.1133
Br 1.88023 1.26292 2.03194 -0.162 0.019 -0.125 -0.0622
O -0.10175 2.22921 0.27694 0.165 0.004 0.185 -0.5495
C 0.57180 1.96759 -0.90941 0.389 -0.004 -0.270 0.8121
O 1.57015 2.55589 -1.18742 -0.327 -0.048 0.168 -0.5035
C -0.13093 0.97935 -1.79867 0.054 0.011 -0.191 -0.5297
C 0.72096 0.49340 -2.96604 -0.167 -0.480 -0.175 -0.3865
C 1.56423 -0.72876 -2.55695 -0.111 0.484 0.416 -0.5237
C 2.19843 -1.35757 -3.76352 0.358 -0.013 -0.246 0.7948
O 3.13339 -0.90456 -4.36136 -0.520 -0.088 0.120 -0.5407
O 1.54716 -2.48023 -4.21781 0.554 -0.097 0.030 -0.7063
H -2.84989 -0.81027 2.35276 -0.053 -0.038 -0.048 0.3432
H -3.53545 -0.82815 3.80628 -0.185 -0.022 -0.014 0.3562
H -2.90253 1.27803 3.99392 0.007 0.209 -0.024 0.1709
H -4.29219 1.60183 2.97804 -0.059 -0.087 -0.093 0.1874
H -2.70325 2.58788 1.67695 0.096 -0.047 -0.272 0.2219
H -2.53171 0.96381 1.01716 -0.059 -0.015 -0.052 0.2017
H -0.68907 2.55942 2.79748 0.054 -0.013 0.065 0.2310
H -0.79830 0.84514 3.17944 0.103 -0.043 -0.025 0.2195
H -0.08178 0.25826 0.89120 -0.009 0.012 -0.009 0.1810
H -0.47886 0.12364 -1.21640 -0.060 0.051 0.100 0.2209
H -1.03952 1.47815 -2.14947 0.040 0.074 0.023 0.2532
H 1.37759 1.27135 -3.34673 -0.056 0.128 0.043 0.2435
H 0.04950 0.19555 -3.77529 0.037 0.038 -0.019 0.2122
H 0.92702 -1.44236 -2.03738 0.027 -0.096 -0.024 0.2183
H 2.33028 -0.39272 -1.85535 0.140 -0.091 -0.104 0.2343
H 1.40547 -3.06994 -3.46466 -0.356 0.147 -0.011 0.4885
C 2.28754 -2.32001 0.70006 -0.039 -0.108 -0.077 -0.2525
O 1.75679 -3.08661 -0.38125 -0.006 -0.006 0.018 -0.7424
H 2.25097 -1.27326 0.40889 -0.004 -0.010 -0.002 0.1867
H 1.69568 -2.45334 1.60924 0.015 0.048 0.007 0.1659
H 3.32658 -2.58580 0.90420 0.015 0.030 0.017 0.1734
H 1.79068 -4.01365 -0.13068 -0.003 -0.023 -0.020 0.4699